(1)
# C6H4FNO3

The molecule C6H4FNO3 (ωB97M-V with the def2-TZVPD basis set, the Open Molecules 2025 dataset).

Computed properties:
E = -16635.2729 eV
Highest occupied orbital energy = -9.4 eV
LUMO = -1.020 eV

```
! wB97M-V def2-TZVPD RIJCOSX def2/J DEFGRID3
* xyz 0 1
N -0.78 2.14 0.10
C -0.37 0.82 -0.04
C -0.60 -0.16 0.84
O -1.27 0.08 2.01
C -0.13 -1.52 0.55
O -0.66 -2.53 0.95
C 1.12 -1.56 -0.30
F 1.92 -2.58 -0.11
C 1.36 -0.62 -1.19
C 0.32 0.43 -1.32
O 0.00 0.93 -2.39
H -0.02 2.75 -0.18
H -0.93 2.32 1.09
H -2.21 0.12 1.79
H 2.24 -0.61 -1.80
*
```

=====

(2)
# C23H42InN3P2SSi2

A structure of composition C23H42InN3P2SSi2 (ωB97M-V with the def2-TZVPD basis set, the Open Molecules 2025 dataset).

Computed properties:
E = -79335.4909 eV
Highest occupied orbital energy = -14.0 eV
LUMO = -5.720 eV

```
! wB97M-V def2-TZVPD RIJCOSX def2/J DEFGRID3
* xyz 2 1
In 0.08 -0.27 0.26
N -1.27 -2.13 -3.39
C -0.05 -1.86 -4.01
C 0.37 -1.95 -5.33
C 1.68 -1.62 -5.58
C 2.56 -1.24 -4.55
C 2.14 -1.15 -3.24
C 0.80 -1.45 -2.98
N 0.09 -1.46 -1.78
C -1.13 -1.88 -2.08
C -2.12 -2.14 -1.05
C -3.30 -2.80 -1.14
S -4.00 -2.96 0.41
C -2.69 -2.12 1.09
N -1.78 -1.75 0.23
H -2.10 -2.46 -3.86
H -0.30 -2.27 -6.12
H 2.05 -1.67 -6.60
H 3.58 -1.00 -4.80
H 2.81 -0.85 -2.45
H -3.77 -3.23 -2.01
H -2.63 -1.92 2.15
C -0.11 0.74 4.53
P 0.70 -0.05 3.11
C 2.29 0.84 3.02
C 1.22 -1.68 3.75
C 2.16 -2.37 2.76
P 1.49 -2.46 1.06
C 0.36 -3.88 1.15
C 2.90 -3.08 0.10
H 0.58 0.81 5.37
H -0.99 0.17 4.84
H -0.44 1.75 4.26
H 2.88 0.67 3.92
H 2.11 1.91 2.92
H 2.88 0.52 2.15
H 0.32 -2.28 3.92
H 1.70 -1.55 4.72
H 2.37 -3.40 3.08
H 3.12 -1.85 2.71
H 0.92 -4.76 1.47
H -0.08 -4.08 0.17
H -0.44 -3.69 1.86
H 3.31 -3.96 0.59
H 3.67 -2.31 0.03
H 2.58 -3.34 -0.91
C -0.97 3.18 -2.50
Si 0.32 2.79 -1.22
C 1.64 1.73 -2.01
C 1.08 4.35 -0.55
C -0.35 1.86 0.30
Si -2.04 2.34 1.04
C -2.79 1.01 2.12
C -1.68 3.85 2.07
C -3.33 2.72 -0.25
H -0.46 3.49 -3.42
H -1.61 4.00 -2.19
H -1.60 2.32 -2.74
H 2.29 2.33 -2.66
H 1.19 0.96 -2.63
H 2.29 1.25 -1.26
H 1.46 4.96 -1.38
H 1.91 4.15 0.12
H 0.34 4.96 -0.02
H 0.38 2.07 1.10
H -2.05 0.40 2.64
H -3.43 0.36 1.51
H -3.44 1.47 2.88
H -0.85 3.70 2.76
H -2.56 4.14 2.65
H -1.42 4.70 1.43
H -3.38 1.96 -1.03
H -3.16 3.69 -0.72
H -4.31 2.77 0.24
*
```

=====

(3)
# C9H14O3S

The molecule C9H14O3S (ωB97M-V with the def2-TZVPD basis set, the Open Molecules 2025 dataset).

Computed properties:
E = -26535.8397 eV
Highest occupied orbital energy = -10.3 eV
LUMO = 0.682 eV

```
! wB97M-V def2-TZVPD RIJCOSX def2/J DEFGRID3
* xyz 0 1
C -3.15 -0.61 -2.73
C -1.96 -0.58 -2.90
C -0.51 -0.56 -3.10
C 0.20 0.04 -1.88
C 0.35 -0.99 -0.76
C 0.45 -0.44 0.66
C 1.72 0.35 0.94
C 1.88 0.58 2.43
O 0.80 1.38 2.96
S -0.68 0.86 2.76
O -0.85 -0.37 3.48
O -1.52 1.98 3.03
C -0.74 0.47 1.03
H -4.19 -0.60 -2.52
H -0.17 -1.59 -3.24
H -0.27 -0.01 -4.01
H -0.38 0.90 -1.54
H 1.18 0.41 -2.18
H -0.47 -1.71 -0.81
H 1.27 -1.56 -0.95
H 0.41 -1.28 1.36
H 2.60 -0.17 0.56
H 1.67 1.32 0.43
H 2.79 1.14 2.65
H 1.93 -0.37 2.97
H -0.66 1.43 0.51
H -1.71 0.01 0.86
*
```

=====

(4)
# C13H23FNPRu

A structure of composition C13H23FNPRu (ωB97M-V with the def2-TZVPD basis set, the Open Molecules 2025 dataset).

Computed properties:
⟨S²⟩ = 6.03
E = -29910.9835 eV
Highest occupied orbital energy (alpha / beta) = -13.4 / -16.0 eV
LUMO (alpha / beta) = -6.963 / -11.055 eV

```
! wB97M-V def2-TZVPD RIJCOSX def2/J DEFGRID3
* xyz 2 5
C -0.87 -3.56 0.48
C 0.25 -3.17 -0.25
C 0.73 -1.85 -0.16
C 0.14 -1.00 0.78
C -1.06 -1.34 1.43
C -1.54 -2.64 1.30
C 1.84 -1.35 -1.00
C 1.81 0.16 -1.21
N 0.65 0.63 -2.05
Ru 1.25 0.54 1.38
C -1.75 -0.25 2.20
P -0.75 1.29 1.85
H 0.77 -3.86 -0.91
H -2.44 -2.93 1.85
H -1.23 -4.58 0.40
H -1.74 -0.43 3.29
H -2.79 -0.10 1.89
H 2.80 -1.57 -0.52
H 1.86 -1.88 -1.97
H 1.81 0.85 -0.33
C -0.98 2.38 3.27
C -1.71 2.04 0.50
H 2.69 0.46 -1.78
C 0.11 -0.38 -3.03
C 1.03 1.90 -2.78
H 1.65 0.43 3.05
H 0.84 -0.48 -3.85
H -0.06 -1.33 -2.52
H -0.84 0.00 -3.43
H 1.45 1.61 -3.76
H 0.13 2.52 -2.93
H 1.77 2.44 -2.19
H -2.76 2.18 0.80
H -1.27 3.02 0.28
H -1.67 1.41 -0.40
H -1.95 2.23 3.75
H -0.17 2.18 3.98
H -0.90 3.42 2.92
H -0.22 0.90 -1.57
F 3.14 0.10 1.22
*
```

=====

(5)
# CH3Cl2N4

The ion CH3Cl2N4 with charge +1 (ωB97M-V with the def2-TZVPD basis set, the Open Molecules 2025 dataset).

Computed properties:
E = -32077.6907 eV
Highest occupied orbital energy (alpha / beta) = -14.5 / -14.5 eV
LUMO (alpha / beta) = -6.494 / -6.496 eV

```
! wB97M-V def2-TZVPD RIJCOSX def2/J DEFGRID3
* xyz 1 1
H 0.89 -1.79 0.19
N 0.37 -0.90 0.04
N 0.86 0.22 0.02
Cl 2.65 0.59 -0.04
C 0.05 1.25 0.01
N -1.18 1.05 -0.04
N -1.90 0.05 -0.11
Cl -3.54 0.28 -0.01
H 0.23 2.36 -0.08
H -1.58 -0.94 0.02
*
```

=====

(6)
# C5H13N

The molecule C5H13N (ωB97M-V with the def2-TZVPD basis set, the Open Molecules 2025 dataset).

Computed properties:
E = -6884.5329 eV
Highest occupied orbital energy = -8.1 eV
LUMO = 1.161 eV

```
! wB97M-V def2-TZVPD RIJCOSX def2/J DEFGRID3
* xyz 0 1
C 2.15 -0.66 1.08
C 0.68 -0.48 1.45
C -0.28 -1.04 0.36
C -0.23 -0.33 -0.98
N -0.50 1.03 -0.95
C -1.87 1.38 -0.98
H 2.81 -0.44 1.84
H 2.41 0.08 0.35
H 2.53 -1.58 0.68
H 0.40 0.59 1.61
H 0.61 -0.77 2.49
H 0.15 -2.03 0.08
H -1.38 -1.05 0.65
H 0.69 -0.63 -1.61
H -1.02 -0.63 -1.62
H 0.11 1.67 -0.53
H -2.26 0.81 -1.81
H -2.33 1.14 -0.04
H -1.93 2.46 -1.08
*
```

=====

> Which of these has the lowest E?

C23H42InN3P2SSi2